(1)
Molecular formula: C2H4N2O
Method: DFT, ωB97M-V with the def2-TZVPD basis set

The geometry in ORCA input format:
```
! RIJCOSX wB97M-V def2-TZVPD def2/J DEFGRID3
* xyz 0 1
H -2.132 1.201 -0.319
N -1.432 0.562 -0.229
C -0.273 1.020 0.004
C 0.846 0.106 0.144
N 0.498 -1.518 -0.346
O 2.040 0.260 0.275
H 0.049 2.018 0.312
H -0.510 -1.787 -0.303
H 0.915 -1.862 0.463
*
```

## Properties
- energy above the lowest of the compared OMol25 structures with the same formula, charge and spin (kJ/mol) = 189.4
- electronic energy (hartree) = -263.2911
- SMILES = [H]/N=C/C(N)=O
- orbital gap (eV) = 9.2


(2)
Molecular formula: C2H4N2O
Method: DFT, ωB97M-V with the def2-TZVPD basis set

The geometry in ORCA input format:
```
! RIJCOSX wB97M-V def2-TZVPD def2/J DEFGRID3
* xyz 0 1
H -1.999 -1.359 -0.061
N -1.064 -1.209 0.048
C -1.011 -0.002 0.022
N 0.278 0.640 -0.157
C 1.412 -0.026 0.051
O 1.727 -1.197 -0.084
H -1.983 0.704 -0.338
H 0.415 1.778 0.352
H 2.225 0.672 0.167
*
```

## Properties
- energy above the lowest of the compared OMol25 structures with the same formula, charge and spin (kJ/mol) = 227.7
- electronic energy (hartree) = -263.2766
- SMILES = [H]/N=C/NC=O
- orbital gap (eV) = 9.8


(3)
Molecular formula: C2H4N2O
Method: DFT, ωB97M-V with the def2-TZVPD basis set

The geometry in ORCA input format:
```
! RIJCOSX wB97M-V def2-TZVPD def2/J DEFGRID3
* xyz 0 1
C 2.266 0.125 0.544
C -1.579 -0.028 -0.510
N 0.057 -0.095 1.224
N -0.266 -0.110 0.099
O 2.034 -0.170 -0.581
H 3.123 0.534 1.076
H -1.781 0.871 -1.041
H -2.356 -0.195 0.280
H -1.497 -0.931 -1.091
*
```

## Properties
- energy above the lowest of the compared OMol25 structures with the same formula, charge and spin (kJ/mol) = 437.1
- electronic energy (hartree) = -263.1968
- orbital gap (spin up / spin down) (eV) = 8.0 / 8.3


(4)
Molecular formula: C2H4N2O
Method: DFT, ωB97M-V with the def2-TZVPD basis set

The geometry in ORCA input format:
```
! RIJCOSX wB97M-V def2-TZVPD def2/J DEFGRID3
* xyz 0 1
C 0.053 0.587 -0.458
C -2.944 -0.513 0.400
N 0.409 1.597 0.202
N 0.227 -0.729 -0.153
O -3.295 0.432 -0.106
H -0.422 0.761 -1.421
H 0.857 1.380 1.091
H 0.584 -0.981 0.752
H -0.258 -1.444 -0.666
*
```

## Properties
- energy above the lowest of the compared OMol25 structures with the same formula, charge and spin (kJ/mol) = 50.9
- electronic energy (hartree) = -263.3439
- orbital gap (eV) = 10.5


(5)
Molecular formula: C2H4N2O
Method: DFT, ωB97M-V with the def2-TZVPD basis set

The geometry in ORCA input format:
```
! RIJCOSX wB97M-V def2-TZVPD def2/J DEFGRID3
* xyz 0 1
C -1.195 -0.225 0.167
N 0.084 0.274 0.042
C 1.275 0.097 -0.680
N 2.038 0.510 0.304
O 0.905 0.588 1.204
H -1.698 -0.696 -0.793
H -1.160 -0.946 0.929
H -1.816 0.658 0.441
H 1.567 -0.261 -1.614
*
```

## Properties
- energy above the lowest of the compared OMol25 structures with the same formula, charge and spin (kJ/mol) = 471.3
- electronic energy (hartree) = -263.1837
- SMILES = Cn1cno1
- orbital gap (eV) = 10.1


(6)
Molecular formula: C2H4N2O
Method: DFT, ωB97M-V with the def2-TZVPD basis set

The geometry in ORCA input format:
```
! RIJCOSX wB97M-V def2-TZVPD def2/J DEFGRID3
* xyz 0 1
C 1.834 0.094 -0.090
C 0.592 -0.599 -0.373
N 2.669 0.775 0.283
N -0.664 0.648 0.301
O 0.539 -1.782 0.261
H 0.423 -0.737 -1.383
H -0.641 1.270 -0.624
H 0.068 1.131 0.924
H 0.760 -1.705 1.154
*
```

## Properties
- energy above the lowest of the compared OMol25 structures with the same formula, charge and spin (kJ/mol) = 239.6
- electronic energy (hartree) = -263.2720
- orbital gap (eV) = 11.1


(7)
Molecular formula: C2H4N2O
Method: DFT, ωB97M-V with the def2-TZVPD basis set

The geometry in ORCA input format:
```
! RIJCOSX wB97M-V def2-TZVPD def2/J DEFGRID3
* xyz 0 1
C 0.136 0.922 0.043
C -0.871 0.049 -0.280
N 1.170 0.107 0.246
N 0.556 -1.166 0.065
O -2.024 -0.345 0.141
H 0.068 1.957 -0.110
H 2.088 0.128 -0.233
H 0.848 -1.383 -0.925
H -1.969 -0.268 1.053
*
```

## Properties
- energy above the lowest of the compared OMol25 structures with the same formula, charge and spin (kJ/mol) = 487.3
- electronic energy (hartree) = -263.1777
- orbital gap (eV) = 9.2


(8)
Molecular formula: C2H4N2O
Method: DFT, ωB97M-V with the def2-TZVPD basis set

The geometry in ORCA input format:
```
! RIJCOSX wB97M-V def2-TZVPD def2/J DEFGRID3
* xyz 0 1
C 1.667 -0.461 0.021
N 0.432 -0.626 -0.188
N -0.491 0.516 -0.347
C -1.719 0.095 0.069
O -2.052 -1.059 -0.090
H 2.116 0.476 0.444
H 2.284 -1.300 -0.141
H -0.045 1.354 -0.170
H -2.192 1.004 0.402
*
```

## Properties
- energy above the lowest of the compared OMol25 structures with the same formula, charge and spin (kJ/mol) = 231.8
- electronic energy (hartree) = -263.2750
- SMILES = C=NNC=O
- orbital gap (eV) = 10.3


(9)
Molecular formula: C2H4N2O
Method: DFT, ωB97M-V with the def2-TZVPD basis set

The geometry in ORCA input format:
```
! RIJCOSX wB97M-V def2-TZVPD def2/J DEFGRID3
* xyz 0 1
H 0.889 -1.185 1.532
N 0.508 -0.387 1.056
C 0.040 -0.499 -0.079
O -0.123 -1.651 -0.705
C -0.307 0.855 -0.575
N 0.023 1.597 0.372
H -0.043 2.623 0.096
H -0.064 -2.448 -0.194
H -0.925 1.245 -1.487
*
```

## Properties
- energy above the lowest of the compared OMol25 structures with the same formula, charge and spin (kJ/mol) = 261.8
- electronic energy (hartree) = -263.2636
- SMILES = [H]/N=C(O)/C=N/[H]
- orbital gap (eV) = 9.3


(10)
Molecular formula: C2H4N2O
Method: DFT, ωB97M-V with the def2-TZVPD basis set

The geometry in ORCA input format:
```
! RIJCOSX wB97M-V def2-TZVPD def2/J DEFGRID3
* xyz 0 1
H 1.360 1.719 1.325
N 0.503 1.254 1.027
C 0.667 0.746 -0.117
N -0.315 -0.088 -0.756
C -0.943 -1.051 0.112
O -1.380 -0.833 1.204
H 1.593 0.823 -0.702
H -1.086 0.453 -1.146
H -0.981 -2.049 -0.357
*
```

## Properties
- energy above the lowest of the compared OMol25 structures with the same formula, charge and spin (kJ/mol) = 127.3
- electronic energy (hartree) = -263.3148
- SMILES = [H]/N=C/NC=O
- orbital gap (eV) = 10.7


(11)
Molecular formula: C2H4N2O
Method: DFT, ωB97M-V with the def2-TZVPD basis set

The geometry in ORCA input format:
```
! RIJCOSX wB97M-V def2-TZVPD def2/J DEFGRID3
* xyz 0 1
H -1.538 1.637 1.515
N -0.670 1.116 1.380
C -0.808 0.150 0.578
N 0.298 -0.696 0.267
C 1.056 -0.434 -0.855
O 2.214 -0.754 -0.981
H -1.721 -0.154 0.058
H 0.843 -1.036 1.050
H 0.489 0.097 -1.644
*
```

## Properties
- energy above the lowest of the compared OMol25 structures with the same formula, charge and spin (kJ/mol) = 44.5
- electronic energy (hartree) = -263.3463
- SMILES = [H]/N=C/NC=O
- orbital gap (eV) = 11.1


(12)
Molecular formula: C2H4N2O2
Method: DFT, ωB97M-V with the def2-TZVPD basis set

The geometry in ORCA input format:
```
! RIJCOSX wB97M-V def2-TZVPD def2/J DEFGRID3
* xyz 0 1
N -0.703 -1.644 0.135
C -0.404 -0.287 0.538
O -0.527 0.251 1.627
N 0.134 0.333 -0.557
C 0.785 1.542 -0.509
O 1.292 2.047 -1.481
H -1.610 -1.804 0.711
H 0.126 -2.199 0.446
H 0.129 -0.200 -1.415
H 0.778 1.959 0.506
*
```

## Properties
- energy above the lowest of the compared OMol25 structures with the same formula, charge and spin (kJ/mol) = 82.4
- electronic energy (hartree) = -338.6218
- SMILES = NC(=O)NC=O
- orbital gap (eV) = 11.0


(13)
Molecular formula: C2H4N2O2
Method: DFT, ωB97M-V with the def2-TZVPD basis set

The geometry in ORCA input format:
```
! RIJCOSX wB97M-V def2-TZVPD def2/J DEFGRID3
* xyz 0 1
C -0.293 1.048 0.431
C -0.305 -0.132 -0.362
N -0.836 -0.312 0.956
N 0.969 -0.742 -0.767
O 0.928 -1.408 -1.773
O 1.939 -0.596 -0.035
H 0.570 1.523 0.936
H -1.102 1.852 0.339
H -1.435 -0.464 -1.491
H -0.436 -0.769 1.766
*
```

## Properties
- energy above the lowest of the compared OMol25 structures with the same formula, charge and spin (kJ/mol) = 768.7
- electronic energy (hartree) = -338.3604
- orbital gap (eV) = 10.2


(14)
Molecular formula: C2H4N2O2
Method: DFT, ωB97M-V with the def2-TZVPD basis set

The geometry in ORCA input format:
```
! RIJCOSX wB97M-V def2-TZVPD def2/J DEFGRID3
* xyz 0 1
O 0.595 1.673 2.102
C 0.336 1.317 0.948
N 0.915 0.136 0.350
N 0.351 -0.463 -0.742
C -0.979 -0.930 -0.770
O -1.387 -1.448 -1.813
H -0.471 1.740 0.215
H 1.227 -0.614 1.106
H 0.898 -0.444 -1.628
H -1.485 -0.966 0.231
*
```

## Properties
- energy above the lowest of the compared OMol25 structures with the same formula, charge and spin (kJ/mol) = 242.8
- electronic energy (hartree) = -338.5607
- SMILES = O=CNNC=O
- orbital gap (eV) = 11.1


(15)
Molecular formula: C2H4N2O2
Method: DFT, ωB97M-V with the def2-TZVPD basis set

The geometry in ORCA input format:
```
! RIJCOSX wB97M-V def2-TZVPD def2/J DEFGRID3
* xyz 0 1
O 2.758 -0.121 0.259
N 1.816 0.350 -0.380
N 0.661 -0.128 -0.133
C -0.296 -1.007 0.405
C -0.662 0.244 -0.438
O -1.102 1.201 0.407
H -0.536 -0.690 1.478
H -0.372 -1.952 -0.030
H -1.133 0.137 -1.390
H -1.134 1.967 -0.179
*
```

## Properties
- energy above the lowest of the compared OMol25 structures with the same formula, charge and spin (kJ/mol) = 577.5
- electronic energy (hartree) = -338.4332
- SMILES = O=NN1C[C@H]1O
- orbital gap (eV) = 9.8


(16)
Molecular formula: C2H4N2O2
Method: DFT, ωB97M-V with the def2-TZVPD basis set

The geometry in ORCA input format:
```
! RIJCOSX wB97M-V def2-TZVPD def2/J DEFGRID3
* xyz 0 1
C 0.043 1.267 -0.070
C 0.664 -0.103 0.140
N -1.225 0.903 -0.245
N -0.803 -0.452 -0.464
O 1.953 -0.624 -0.270
O -1.624 -1.341 0.162
H 0.448 2.217 -0.075
H 0.361 -0.454 1.173
H 2.105 -0.519 -1.279
H -1.921 -0.895 0.928
*
```

## Properties
- energy above the lowest of the compared OMol25 structures with the same formula, charge and spin (kJ/mol) = 581.2
- electronic energy (hartree) = -338.4318
- orbital gap (eV) = 9.6


(17)
Molecular formula: C2H4N2O2
Method: DFT, ωB97M-V with the def2-TZVPD basis set

The geometry in ORCA input format:
```
! RIJCOSX wB97M-V def2-TZVPD def2/J DEFGRID3
* xyz 0 1
N 1.610 -0.802 -0.124
C 0.727 0.265 0.011
O 0.962 1.462 0.148
C -0.744 -0.242 -0.059
N -1.606 0.816 -0.125
O -1.079 -1.429 0.151
H 2.609 -0.681 0.060
H 1.267 -1.735 -0.067
H -2.557 0.627 0.159
H -1.189 1.720 -0.153
*
```

## Properties
- energy above the lowest of the compared OMol25 structures with the same formula, charge and spin (kJ/mol) = 24.9
- electronic energy (hartree) = -338.6437
- SMILES = NC(=O)C(N)=O
- orbital gap (eV) = 10.5


(18)
Molecular formula: C2H4N2O2
Method: DFT, ωB97M-V with the def2-TZVPD basis set

The geometry in ORCA input format:
```
! RIJCOSX wB97M-V def2-TZVPD def2/J DEFGRID3
* xyz 0 1
N -0.140 1.557 0.160
C 0.469 0.424 0.591
O 1.560 0.357 1.093
N -0.396 -0.767 0.361
C -0.031 -1.283 -0.844
O 0.724 -0.642 -1.546
H 0.151 2.433 0.558
H -1.033 1.498 -0.297
H -0.849 -1.328 1.082
H -0.453 -2.249 -1.158
*
```

## Properties
- energy above the lowest of the compared OMol25 structures with the same formula, charge and spin (kJ/mol) = 89.2
- electronic energy (hartree) = -338.6192
- SMILES = NC(=O)NC=O
- orbital gap (eV) = 10.9


(19)
Molecular formula: C2H4N2O2
Method: DFT, ωB97M-V with the def2-TZVPD basis set

The geometry in ORCA input format:
```
! RIJCOSX wB97M-V def2-TZVPD def2/J DEFGRID3
* xyz 0 1
C -1.052 0.683 0.332
C 0.010 0.359 -0.453
N 1.358 -0.574 -0.175
N 0.167 1.104 -1.741
O -0.280 2.210 -1.755
O 0.687 0.583 -2.711
H -1.908 1.343 0.034
H -1.236 0.167 1.211
H 1.182 -1.560 -0.010
H 1.666 -0.428 -1.103
*
```

## Properties
- energy above the lowest of the compared OMol25 structures with the same formula, charge and spin (kJ/mol) = 573.2
- electronic energy (hartree) = -338.4349
- SMILES = C=C(N)[N+](=O)[O-]
- orbital gap (eV) = 9.8


(20)
Molecular formula: C2H4N2O2
Method: DFT, ωB97M-V with the def2-TZVPD basis set

The geometry in ORCA input format:
```
! RIJCOSX wB97M-V def2-TZVPD def2/J DEFGRID3
* xyz 0 1
H 1.486 -1.657 -1.646
N 1.034 -0.949 -0.999
N 1.480 0.237 -1.171
O 2.445 0.650 -1.760
C 0.703 1.236 -0.260
C -0.541 0.610 0.281
O 1.169 2.318 -0.211
H -0.002 -0.251 0.862
H -1.103 -0.034 -0.431
H -1.061 1.292 0.919
*
```

## Properties
- energy above the lowest of the compared OMol25 structures with the same formula, charge and spin (kJ/mol) = 432.6
- electronic energy (hartree) = -338.4884
- SMILES = [H]/N=[N+](\[O-])C(C)=O
- orbital gap (eV) = 10.2